(1)
Below is 2 unconnected molecules or ions with the total composition C5H14 at a distorted geometry, with properties calculated with the ωB97M-V functional and the def2-TZVPD basis.

Geometry as XYZ:
```
19
C5H14 (the ωB97M-V functional and the def2-TZVPD basis)
C 0.884 0.798 -0.377
C 1.801 -0.422 -0.141
C 3.070 -0.253 -0.996
H -0.203 0.566 -0.362
H 1.054 1.189 -1.371
H 0.968 1.504 0.465
H 1.877 -0.716 0.905
H 1.190 -1.263 -0.476
H 2.705 0.133 -1.945
H 3.734 0.452 -0.465
H 3.534 -1.181 -1.258
C -2.582 -0.401 0.023
C -2.540 0.140 1.478
H -3.537 -0.887 -0.187
H -2.529 0.469 -0.626
H -1.806 -1.167 -0.017
H -3.100 -0.427 2.242
H -3.031 1.121 1.388
H -1.486 0.345 1.721
```

The charge is 0. The SMILES is CCC.CC. As for the lowest unoccupied orbital energy: 1.15 eV.

***

(2)
Below is 2 unconnected molecules or ions with the total composition C5H14 at a distorted geometry, with properties calculated with the ωB97M-V functional and the def2-TZVPD basis.

Geometry as XYZ:
```
19
C5H14 (the ωB97M-V functional and the def2-TZVPD basis)
C -1.978 0.778 0.893
C -1.117 2.006 0.786
C -0.282 1.981 -0.571
H -2.584 0.593 -0.074
H -2.697 0.997 1.863
H -1.272 -0.084 1.151
H -1.778 2.991 0.783
H -0.496 2.155 1.563
H 0.538 2.653 -0.553
H 0.068 1.034 -0.671
H -0.960 2.231 -1.395
C 2.308 -2.033 -0.260
C 0.844 -2.140 -0.703
H 2.952 -2.089 -1.055
H 2.533 -1.154 0.266
H 2.617 -2.893 0.287
H 0.272 -2.764 0.079
H 0.856 -2.979 -1.490
H 0.174 -1.283 -0.899
```

The charge is 0. The SMILES is CCC.CC. As for the lowest unoccupied orbital energy: 1.08 eV.

***

Ordered relative energy (zero: lowest compared OMol25 entry of this formula, charge and spin) results: 17.4, 35.5; unit kcal per mole.